[1]
# C32H33As2BF4N2O2PtS5

C32H33As2BF4N2O2PtS5 as an isolated structure (wB97M-V/def2-TZVPD, the OMol25 dataset).

The frontier orbital gap (spin up / spin down) is 7.77 / 6.06 eV. Its expectation value of S² is 6.044. Its relative energy (zero: lowest compared OMol25 entry of this formula, charge and spin) is 0.0 kcal/mol. The calculation puts the max |F| at 0.8 eV/Å.

ORCA input file:
```
! wB97M-V def2-TZVPD RIJCOSX def2/J DEFGRID3
* xyz 2 5
Pt -0.412 -1.354 -0.509
C 0.224 -0.946 3.350
C -0.197 0.507 3.576
As -0.971 1.580 2.130
C -0.993 3.352 2.828
C -2.139 4.139 2.721
C -2.148 5.397 3.300
C -1.019 5.874 3.955
C 0.135 5.102 4.023
C 0.158 3.845 3.447
C -2.801 1.028 1.900
C -3.508 1.462 0.782
C -4.848 1.125 0.652
C -5.469 0.348 1.621
C -4.757 -0.091 2.730
C -3.420 0.247 2.873
As -0.748 -2.072 2.056
C 0.613 -2.927 0.935
C 0.053 -3.780 -0.040
C 0.886 -4.544 -0.876
C 2.251 -4.433 -0.766
C 2.815 -3.586 0.204
C 2.016 -2.849 1.044
C -1.248 -3.583 3.173
C -2.222 -3.357 4.142
C -2.572 -4.370 5.021
C -1.959 -5.612 4.925
C -0.997 -5.838 3.952
C -0.637 -4.827 3.070
H 0.154 -1.477 4.298
H 1.259 -0.981 3.018
H 0.679 1.071 3.891
H -0.938 0.606 4.372
H -3.020 3.777 2.208
H -3.039 6.008 3.237
H -1.034 6.857 4.405
H 1.018 5.486 4.516
H 1.070 3.261 3.470
H -3.027 2.057 0.017
H -5.407 1.478 -0.203
H -6.516 0.094 1.520
H -5.245 -0.684 3.492
H -2.884 -0.074 3.757
H -1.010 -3.993 -0.012
H 0.450 -5.241 -1.580
H 2.895 -5.028 -1.399
H 3.891 -3.538 0.308
H 2.468 -2.227 1.806
H -2.715 -2.394 4.216
H -3.326 -4.192 5.776
H -2.232 -6.403 5.610
H -0.515 -6.804 3.880
H 0.125 -5.022 2.328
C 4.023 1.785 -0.117
O 2.901 1.213 0.593
C 2.079 0.384 -0.004
O 1.132 -0.071 0.645
N 2.330 0.035 -1.288
N 1.320 -0.658 -1.982
H 4.583 2.335 0.629
H 3.668 2.473 -0.885
H 4.647 0.999 -0.541
H 2.874 0.673 -1.850
H 1.755 -1.373 -2.556
H 0.828 0.017 -2.571
F -0.964 0.886 -1.021
B -0.526 2.240 -1.465
F -0.060 2.869 -0.307
F -1.600 2.858 -2.020
F 0.527 2.040 -2.370
C -5.496 -2.710 -2.170
S -4.851 -4.042 -3.197
C -3.190 -3.742 -3.474
C -2.255 -2.922 -2.818
S -2.526 -1.936 -1.464
S -0.667 -2.947 -3.513
C -0.912 -4.198 -4.700
S 0.268 -4.799 -5.618
S -2.576 -4.705 -4.782
H -6.572 -2.881 -2.183
H -5.275 -1.741 -2.609
H -5.123 -2.778 -1.153
*
```

---

[2]
# C44H88O22S11

A 11-piece molecular cluster, C44H88O22S11 overall in a non-equilibrium geometry (wB97M-V/def2-TZVPD, the OMol25 dataset).

The frontier orbital gap is 9.36 eV. Its relative energy (zero: lowest compared OMol25 entry of this formula, charge and spin) is 74.4 kcal/mol. As for the structure (SMILES): O=S1(=O)CCCC1.O=S1(=O)CCCC1.O=S1(=O)CCCC1.O=S1(=O)CCCC1.O=S1(=O)CCCC1.O=S1(=O)CCCC1.O=S1(=O)CCCC1.O=S1(=O)CCCC1.O=S1(=O)CCCC1.O=S1(=O)CCCC1.O=S1(=O)CCCC1. The calculation puts the max |F| at 3.2 eV/Å.

ORCA input file:
```
! wB97M-V def2-TZVPD RIJCOSX def2/J DEFGRID3
* xyz 0 1
O -6.482 2.796 3.953
S -6.445 1.865 2.829
O -6.704 2.328 1.488
C -4.879 0.814 2.913
C -5.267 -0.620 3.020
C -6.638 -0.665 3.687
C -7.578 0.449 3.144
H -4.280 1.067 3.788
H -4.242 1.020 2.054
H -5.252 -1.070 2.027
H -4.592 -1.244 3.605
H -6.538 -0.573 4.768
H -7.257 -1.559 3.611
H -8.481 0.820 3.630
H -7.966 0.108 2.184
O -2.286 -1.632 -3.510
S -2.544 -1.134 -4.859
O -2.473 0.288 -5.264
C -1.479 -2.226 -5.941
C -2.309 -3.539 -6.044
C -3.768 -3.198 -6.254
C -4.055 -1.928 -5.541
H -0.471 -2.364 -5.548
H -1.512 -1.631 -6.854
H -1.859 -4.060 -6.889
H -2.139 -4.195 -5.191
H -4.424 -3.985 -5.884
H -3.959 -3.050 -7.317
H -4.797 -1.899 -4.743
H -4.393 -1.201 -6.279
O 2.954 3.118 -4.804
S 2.006 1.991 -4.830
O 1.455 1.407 -3.579
C 0.641 2.059 -6.164
C 0.755 0.719 -7.023
C 2.248 0.571 -7.107
C 2.873 0.590 -5.673
H 0.858 2.944 -6.763
H -0.382 2.295 -5.871
H 0.302 -0.100 -6.465
H 0.218 0.772 -7.970
H 2.702 1.294 -7.784
H 2.445 -0.444 -7.451
H 3.931 0.724 -5.451
H 2.636 -0.340 -5.156
O -3.269 -0.355 8.479
S -2.124 -0.114 7.642
O -1.276 1.055 7.772
C -1.146 -1.645 7.649
C -1.753 -2.467 6.550
C -1.907 -1.528 5.292
C -2.743 -0.364 5.889
H -0.833 -2.076 8.599
H -0.189 -1.252 7.305
H -1.187 -3.334 6.208
H -2.678 -2.931 6.895
H -2.341 -2.058 4.444
H -0.930 -1.190 4.944
H -3.764 -0.733 5.985
H -2.740 0.566 5.321
O 7.284 1.896 -3.857
S 6.836 1.868 -2.477
O 7.815 2.135 -1.445
C 5.314 2.935 -2.169
C 4.396 2.122 -1.269
C 4.445 0.681 -1.803
C 5.966 0.340 -2.072
H 4.900 3.157 -3.152
H 5.656 3.879 -1.743
H 4.731 2.093 -0.232
H 3.392 2.537 -1.364
H 3.909 0.444 -2.722
H 4.106 -0.023 -1.043
H 6.207 -0.401 -2.835
H 6.469 -0.098 -1.210
O -1.157 -2.618 1.809
S -1.239 -1.201 1.436
O -2.354 -0.352 1.893
C 0.419 -0.344 1.812
C 1.084 -0.282 0.404
C -0.051 0.039 -0.636
C -1.058 -1.096 -0.428
H 0.947 -0.892 2.593
H 0.247 0.706 2.049
H 1.908 0.426 0.313
H 1.533 -1.234 0.121
H 0.331 0.077 -1.656
H -0.647 0.947 -0.548
H -0.608 -2.060 -0.663
H -2.073 -1.013 -0.818
O -0.231 5.906 -2.653
S -0.885 4.871 -3.521
O -0.303 4.528 -4.801
C -1.241 3.253 -2.679
C -2.476 3.604 -1.889
C -3.475 4.359 -2.860
C -2.721 5.429 -3.674
H -0.387 2.848 -2.137
H -1.541 2.475 -3.380
H -2.972 2.767 -1.399
H -2.252 4.271 -1.056
H -4.336 4.749 -2.316
H -3.883 3.630 -3.561
H -2.865 6.480 -3.423
H -3.045 5.444 -4.714
O 1.337 -4.561 0.455
S 1.108 -4.757 1.930
O 1.323 -3.691 2.914
C -0.499 -5.586 2.245
C -0.104 -7.079 2.457
C 1.254 -7.202 3.193
C 2.195 -6.142 2.524
H -1.213 -5.290 1.475
H -0.738 -5.091 3.186
H -0.823 -7.555 3.123
H 0.001 -7.608 1.510
H 1.642 -8.217 3.278
H 1.082 -6.900 4.226
H 2.690 -6.530 1.634
H 3.060 -5.749 3.058
O 3.597 3.700 5.851
S 2.832 2.759 6.648
O 2.856 2.821 8.126
C 1.029 2.709 6.097
C 0.956 1.463 5.153
C 1.855 0.366 5.832
C 3.200 1.007 6.095
H 0.745 3.729 5.840
H 0.484 2.454 7.006
H -0.056 1.084 5.014
H 1.333 1.553 4.134
H 2.023 -0.475 5.160
H 1.395 0.028 6.761
H 3.836 1.029 5.209
H 3.902 0.533 6.781
O 2.108 -2.728 -5.464
S 2.478 -2.819 -4.024
O 3.581 -2.057 -3.430
C 0.971 -2.693 -2.974
C 0.392 -4.108 -2.930
C 1.295 -5.197 -3.575
C 2.700 -4.576 -3.554
H 0.407 -1.803 -3.255
H 1.406 -2.473 -1.999
H 0.167 -4.388 -1.900
H -0.563 -4.048 -3.452
H 0.973 -5.309 -4.610
H 1.329 -6.187 -3.120
H 3.395 -5.143 -4.175
H 3.155 -4.531 -2.565
O 3.121 2.816 1.618
S 1.969 3.653 1.381
O 0.737 3.064 0.932
C 1.512 4.740 2.807
C 1.442 6.142 2.260
C 1.383 6.073 0.729
C 2.415 5.043 0.200
H 2.333 4.721 3.524
H 0.699 4.343 3.415
H 0.590 6.593 2.769
H 2.264 6.782 2.581
H 1.595 7.034 0.261
H 0.378 5.845 0.375
H 3.423 5.397 0.418
H 2.259 4.774 -0.845
*
```

---

[3]
# C3H4FN3O

A 2-piece molecular cluster, C3H4FN3O overall in a non-equilibrium geometry (wB97M-V/def2-TZVPD, the OMol25 dataset).

The frontier orbital gap (spin up / spin down) is 8.57 / 8.57 eV. Its relative energy (zero: lowest compared OMol25 entry of this formula, charge and spin) is 65.8 kcal/mol. The calculation puts the max |F| at 4.0 eV/Å.

ORCA input file:
```
! wB97M-V def2-TZVPD RIJCOSX def2/J DEFGRID3
* xyz 0 1
C 1.047 1.460 -1.429
C 0.499 -0.003 0.125
C -1.367 -1.537 1.066
N 0.962 0.282 -1.969
N 0.681 -0.640 -1.013
N 0.714 1.413 -0.099
O 0.318 -0.566 1.276
F -2.272 -0.953 1.834
H 1.322 2.421 -2.023
H -1.195 -2.535 1.491
H -1.446 -1.410 0.005
H 0.736 2.068 0.737
*
```

---

[4]
# C16H48BF4O8

A 9-piece molecular cluster, C16H48BF4O8 overall in a non-equilibrium geometry (wB97M-V/def2-TZVPD, the OMol25 dataset).

The frontier orbital gap is 9.96 eV. Its relative energy (zero: lowest compared OMol25 entry of this formula, charge and spin) is 183.9 kcal/mol. The calculation puts the max |F| at 13.7 eV/Å.

ORCA input file:
```
! wB97M-V def2-TZVPD RIJCOSX def2/J DEFGRID3
* xyz -1 1
B 0.009 -0.600 -0.259
F -0.866 -0.036 -1.127
F 1.302 -0.523 -0.704
F -0.102 -0.067 0.934
F -0.345 -1.925 -0.260
C -2.792 -2.632 -4.403
C -2.183 -1.978 -3.144
O -1.001 -1.450 -3.515
H -3.728 -3.189 -4.076
H -2.177 -3.404 -4.917
H -3.019 -1.810 -5.119
H -2.065 -2.820 -2.487
H -2.680 -1.447 -2.646
H -0.609 -1.008 -2.740
C 2.137 0.564 -5.245
C 1.804 1.082 -3.885
O 2.590 0.469 -2.957
H 1.668 1.267 -6.233
H 1.847 -0.503 -5.350
H 3.138 0.413 -5.474
H 0.916 0.771 -3.591
H 1.779 2.171 -3.739
H 2.038 0.291 -2.149
C -3.330 -2.379 2.737
C -3.242 -2.771 1.209
O -2.095 -3.472 0.942
H -4.171 -1.760 3.040
H -2.432 -1.804 3.208
H -3.484 -3.397 3.366
H -3.332 -1.685 0.779
H -4.096 -3.405 0.866
H -1.507 -2.794 0.458
C -4.858 1.022 1.229
C -3.406 1.289 0.764
O -3.372 0.736 -0.562
H -5.162 1.681 1.922
H -5.144 -0.111 1.457
H -5.473 1.194 0.325
H -2.724 0.509 1.274
H -3.213 2.393 0.627
H -2.424 0.496 -0.613
C 3.200 -4.598 0.496
C 2.024 -3.940 0.038
O 1.233 -3.558 1.166
H 3.134 -5.505 1.097
H 3.908 -3.983 0.997
H 3.757 -5.137 -0.445
H 1.411 -4.618 -0.671
H 2.191 -2.865 -0.450
H 0.636 -2.883 0.978
C 0.013 4.706 0.619
C 0.510 3.540 -0.222
O 1.823 3.792 -0.667
H 0.544 4.840 1.639
H -0.944 4.292 0.748
H -0.208 5.762 0.107
H -0.183 3.361 -1.111
H 0.539 2.713 0.388
H 2.288 3.000 -0.634
C 0.695 2.545 4.894
C 0.562 1.787 3.548
O -0.563 0.949 3.508
H 1.670 3.218 4.888
H 0.700 1.818 5.829
H -0.106 3.247 4.994
H 1.507 1.093 3.483
H 0.755 2.617 2.801
H -0.557 0.388 2.669
C 4.150 2.337 1.650
C 4.001 1.042 0.830
O 3.020 1.273 -0.230
H 4.989 2.238 2.408
H 3.187 2.300 2.310
H 4.271 3.370 0.980
H 4.131 0.114 1.529
H 5.038 0.880 0.131
H 2.485 0.503 -0.210
*
```

---

[5]
# C4H5ClF2S

One molecule with the formula C4H5ClF2S in a non-equilibrium geometry (wB97M-V/def2-TZVPD, the OMol25 dataset).

The frontier orbital gap is 10.23 eV. Its relative energy (zero: lowest compared OMol25 entry of this formula, charge and spin) is 3.9 kcal/mol. As for the structure (SMILES): C=C(F)[C@@](F)(Cl)CS. The calculation puts the max |F| at 3.3 eV/Å.

ORCA input file:
```
! wB97M-V def2-TZVPD RIJCOSX def2/J DEFGRID3
* xyz 0 1
C -0.554 1.789 0.825
C -0.525 0.814 -0.107
F -0.314 1.113 -1.409
C -0.580 -0.610 0.189
F -0.544 -0.771 1.531
Cl -2.261 -1.220 -0.320
C 0.529 -1.371 -0.545
S 2.234 -0.804 0.012
H -0.790 1.522 1.854
H -0.444 2.813 0.528
H 0.409 -1.204 -1.589
H 0.451 -2.432 -0.335
H 2.389 0.362 -0.632
*
```

---

[6]
# C13H18O2

One molecule with the formula C13H18O2 in a non-equilibrium geometry (wB97M-V/def2-TZVPD, the OMol25 dataset).

The frontier orbital gap is 8.43 eV. Its relative energy (zero: lowest compared OMol25 entry of this formula, charge and spin) is 58.7 kcal/mol. As for the structure (SMILES): CCC(CC)=C1C=C[C@H]2[C@@H]1[C@@]2(C)C(=O)O. The calculation puts the max |F| at 5.7 eV/Å.

ORCA input file:
```
! wB97M-V def2-TZVPD RIJCOSX def2/J DEFGRID3
* xyz 0 1
C -0.239 2.828 -0.264
C 1.097 2.099 -0.495
C 0.992 0.670 -1.041
C 1.405 0.380 -2.487
C 0.084 0.188 -3.337
C 0.845 -0.407 -0.168
C 0.842 -1.876 -0.530
C 0.703 -2.707 0.630
C 0.404 -1.870 1.840
C 0.620 -0.415 1.380
C -0.736 -0.954 1.825
C -1.134 -0.452 3.219
C -1.924 -1.214 0.930
O -2.458 -2.243 0.645
O -2.377 0.040 0.470
H -0.593 2.574 0.809
H -1.015 2.596 -0.975
H -0.014 3.957 -0.169
H 1.648 2.075 0.438
H 1.660 2.686 -1.166
H 1.967 1.177 -2.979
H 1.951 -0.510 -2.625
H 0.352 -0.172 -4.315
H -0.308 1.160 -3.510
H -0.639 -0.402 -2.809
H 1.125 -2.304 -1.456
H 0.700 -3.750 0.629
H 0.925 -2.213 2.751
H 1.163 0.405 1.941
H -0.240 -0.312 3.815
H -1.725 -1.325 3.658
H -1.882 0.378 3.334
H -3.199 -0.086 0.010
*
```

---

[7]
# FH2OSm

FH2OSm as an isolated structure (wB97M-V/def2-TZVPD, the OMol25 dataset).

The frontier orbital gap (spin up / spin down) is 5.54 / 10.45 eV. Its expectation value of S² is 15.756. The calculation puts the max |F| at 0.5 eV/Å.

ORCA input file:
```
! wB97M-V def2-TZVPD RIJCOSX def2/J DEFGRID3
* xyz 0 8
H -0.089 -1.773 0.831
O -0.072 -2.720 1.076
H -0.389 -3.189 0.300
F -0.323 0.241 0.547
Sm -0.798 2.305 0.391
*
```

---

[8]
# C52H39IN3O10

A 4-piece molecular cluster, C52H39IN3O10 overall in a non-equilibrium geometry (wB97M-V/def2-TZVPD, the OMol25 dataset).

The frontier orbital gap is 5.85 eV. The calculation puts the max |F| at 5.6 eV/Å.

ORCA input file:
```
! wB97M-V def2-TZVPD RIJCOSX def2/J DEFGRID3
* xyz 1 1
C 7.960 0.301 -2.508
O 7.629 -0.741 -1.588
C 6.729 -1.675 -2.131
C 5.282 -1.078 -2.150
C 4.871 -1.121 -3.644
N 3.614 -1.224 -3.795
C 2.979 -1.200 -2.472
C 1.505 -1.532 -2.286
C 0.712 -0.212 -2.155
C -0.809 -0.526 -2.247
I 1.101 0.797 -0.300
C 4.074 -1.947 -1.653
N 3.839 -2.113 -0.237
C 4.085 -1.126 0.458
O 4.279 -0.162 1.091
O 3.986 -3.260 -2.190
N 4.985 -4.167 -1.665
O 5.600 -4.608 -2.537
H 9.032 0.312 -2.699
H 7.404 0.256 -3.447
H 7.726 1.252 -2.021
H 6.811 -2.555 -1.497
H 7.047 -1.977 -3.135
H 5.347 -0.076 -1.723
H 5.563 -1.100 -4.476
H 3.119 -1.308 -4.675
H 3.149 -0.161 -2.155
H 1.105 -2.028 -3.175
H 1.329 -2.193 -1.440
H 1.047 0.424 -2.974
H -1.293 0.317 -2.733
H -1.194 -0.583 -1.233
H -0.955 -1.465 -2.773
C -5.034 0.877 3.313
C -3.935 1.016 2.500
C -3.921 0.360 1.208
C -4.995 -0.395 0.825
C -6.090 -0.563 1.697
C -6.106 0.073 2.917
C -7.236 -1.429 1.311
O -8.183 -1.572 2.055
C -7.191 -2.117 -0.009
C -8.227 -2.972 -0.363
C -8.209 -3.609 -1.592
C -7.160 -3.388 -2.479
C -6.122 -2.541 -2.131
C -6.128 -1.909 -0.893
C -4.989 -1.031 -0.521
O -4.067 -0.840 -1.292
H -5.064 1.384 4.268
H -3.095 1.623 2.809
H -3.071 0.479 0.548
H -6.962 -0.042 3.569
H -9.044 -3.142 0.324
H -9.014 -4.278 -1.863
H -7.152 -3.882 -3.442
H -5.306 -2.373 -2.819
C -2.283 -0.798 4.396
C -2.683 -1.118 3.101
C -2.531 -2.415 2.638
C -1.974 -3.392 3.456
C -1.555 -3.061 4.745
C -1.722 -1.763 5.216
C -0.913 -4.079 5.621
O -0.552 -3.792 6.744
C -0.716 -5.454 5.086
C -0.069 -6.403 5.867
C 0.109 -7.690 5.386
C -0.367 -8.037 4.125
C -1.008 -7.093 3.341
C -1.177 -5.797 3.813
C -1.837 -4.784 2.945
O -2.250 -5.083 1.842
H -2.408 0.213 4.769
H -3.159 -0.290 2.383
H -2.845 -2.670 1.631
H -1.409 -1.510 6.220
H 0.298 -6.136 6.848
H 0.617 -8.426 5.994
H -0.233 -9.045 3.755
H -1.374 -7.362 2.359
C 0.298 9.990 -3.384
C -0.170 8.896 -4.105
C 0.239 7.616 -3.770
C 1.129 7.425 -2.720
C 1.617 8.526 -2.011
C 1.190 9.806 -2.340
C 2.607 8.347 -0.914
O 3.029 9.299 -0.295
C 3.075 6.968 -0.598
C 4.040 6.782 0.384
C 4.474 5.504 0.695
C 3.937 4.404 0.032
C 2.979 4.587 -0.951
C 2.552 5.867 -1.276
C 1.546 6.045 -2.359
O 1.084 5.080 -2.938
H -0.030 10.988 -3.641
H -0.857 9.044 -4.927
H -0.129 6.766 -4.327
H 1.557 10.657 -1.784
H 4.455 7.636 0.902
H 5.229 5.362 1.457
H 4.271 3.405 0.282
H 2.565 3.731 -1.469
*
```